Density functional theory data (ωB97M-V/def2-TZVPD) for a single C8H7FINO molecule.

Each line ends with the Löwdin charge.
Atoms and positions in Å:
C -0.131 -0.356 1.335  -0.053
C -1.324 -1.036 1.663  0.007
C -0.805 -0.012 -0.885  0.005
C 0.176 0.090 0.036  -0.305
C -1.997 -0.657 -0.549  -0.186
C -2.290 -1.212 0.685  -0.175
C -4.177 -1.141 -0.436  -0.872
C 1.342 1.062 -0.095  -0.047
N -3.156 -0.789 -1.331  0.123
O -3.597 -1.807 0.658  0.046
F -5.049 -1.931 -1.027  0.036
I -5.541 0.635 0.179  0.616
H 0.708 -0.331 2.132  0.137
H -1.523 -1.557 2.595  0.120
H -0.678 0.308 -1.930  0.133
H 0.792 1.969 0.228  0.096
H 2.197 0.819 0.692  0.117
H 1.847 1.135 -1.024  0.051
H -3.275 -0.379 -2.233  0.151

## Properties
Energy relative to the best compared isomer or geometry (same formula, charge and spin) = 0.0 kcal per mole
Frontier orbital gap = 0.3167 hartree
Total charge = 0

=====

Density functional theory data (ωB97M-V/def2-TZVPD) for a single C8H7FN2 molecule.

Each line ends with the Löwdin charge.
Atoms and positions in Å:
C 2.272 -0.321 -0.219  -0.136
C 1.704 -1.565 -0.492  -0.101
C 1.507 0.691 0.246  -0.111
C 0.375 -1.776 -0.235  -0.042
C 0.212 0.484 0.585  -0.205
C -0.455 -0.733 0.238  -0.309
C -2.152 1.387 -1.179  0.209
C -0.769 1.616 0.914  -0.109
N -1.537 1.893 -0.341  0.089
N -1.791 -0.822 0.396  0.010
F -2.279 -2.124 0.242  -0.138
H 3.344 -0.103 -0.465  0.114
H 2.368 -2.327 -0.956  0.115
H 1.996 1.632 0.572  0.126
H -0.148 -2.762 -0.440  0.123
H -2.629 0.654 -1.655  0.062
H -1.674 1.496 1.672  0.166
H -0.346 2.679 1.118  0.137

## Properties
Energy relative to the best compared isomer or geometry (same formula, charge and spin) = 132.5 kcal per mole
Frontier orbital gap (spin up / spin down) = 0.2172 / 0.2172 hartree
Total charge = 0

=====

Density functional theory data (ωB97M-V/def2-TZVPD) for 2 unconnected molecules or ions with the total composition C8H7I2N.

Each line ends with the Löwdin charge.
Atoms and positions in Å:
C -1.621 2.220 0.065  -0.193
C -1.240 0.885 0.105  -0.048
C 1.045 2.225 -1.536  -0.101
C -1.968 3.392 0.126  -0.721
C -0.864 -0.259 0.262  -0.127
C 0.792 -1.486 1.575  -0.085
C 0.573 -1.851 -0.955  -0.100
C -0.218 -1.571 0.340  -0.856
N 1.678 2.989 -0.947  0.080
I -2.181 5.229 0.827  0.904
I -1.897 -3.000 0.687  0.789
H 0.753 1.475 -2.232  0.056
H 0.167 -1.650 2.447  0.053
H 1.440 -2.410 1.321  0.104
H 1.408 -0.648 1.717  0.062
H -0.083 -2.198 -1.716  0.061
H 0.803 -0.847 -1.207  0.051
H 1.410 -2.495 -0.880  0.072

## Properties
Energy relative to the best compared isomer or geometry (same formula, charge and spin) = 31.3 kcal per mole
Frontier orbital gap = 0.3205 hartree
Total charge = 0

=====

Density functional theory data (ωB97M-V/def2-TZVPD) for a single C8H7IN2OS molecule.

Each line ends with the Löwdin charge.
Atoms and positions in Å:
C 2.007 -1.945 0.070  -0.022
C 2.506 -0.610 -0.072  -0.078
C 0.652 -2.184 0.132  0.009
C 1.758 0.468 -0.159  -0.047
C -0.155 -1.043 0.084  -0.146
C 0.346 0.244 -0.039  -0.244
C -1.662 -1.250 0.122  -0.552
C -0.678 2.511 1.003  -0.242
N -1.041 2.186 -1.576  -0.249
N -2.248 0.029 -0.053  -0.665
O -2.214 -2.313 0.158  0.075
S -0.994 1.395 -0.195  0.787
I -4.235 0.401 0.038  0.884
H 2.612 -2.792 0.028  0.087
H 3.620 -0.398 -0.050  0.138
H 0.039 -3.046 0.199  0.113
H 2.198 1.383 -0.254  0.095
H -1.183 3.426 0.904  -0.011
H -0.477 2.037 2.006  0.048
H -0.851 1.502 -2.344  0.020

## Properties
Energy relative to the best compared isomer or geometry (same formula, charge and spin) = 56.8 kcal per mole
Frontier orbital gap = 0.2851 hartree
Total charge = 0

=====

Density functional theory data (ωB97M-V/def2-TZVPD) for 2 unconnected molecules or ions with the total composition C8H7N2O2.

Each line ends with the Löwdin charge.
Atoms and positions in Å:
C 1.888 -1.764 0.443  -0.159
C 1.319 -0.516 0.291  -0.181
C -0.006 -0.824 -0.208  -0.156
C -2.867 0.070 0.088  -0.604
C 1.435 0.912 0.689  -0.128
C -0.476 1.571 -1.095  -0.080
C 0.082 1.465 0.329  -0.248
C -0.829 0.357 -0.205  -0.184
N 1.062 -2.784 0.116  -0.024
N -0.099 -2.192 -0.194  0.009
O -3.109 -0.992 -0.408  0.007
O -3.330 0.969 0.721  0.015
H 2.880 -1.769 0.718  0.065
H 1.727 1.066 1.677  0.073
H 2.339 1.389 0.034  0.146
H -1.024 2.429 -1.445  0.080
H 0.248 1.232 -1.831  0.084
H -0.448 2.225 0.899  0.123
H -0.791 -2.845 -0.619  0.163

## Properties
Energy relative to the best compared isomer or geometry (same formula, charge and spin) = 28.8 kcal per mole
Frontier orbital gap = 0.2531 hartree
Total charge = -1

=====

Density functional theory data (ωB97M-V/def2-TZVPD) for a gas-phase ion, C8H7N2O2S (charge -1).

Each line ends with the Löwdin charge.
Atoms and positions in Å:
C 2.265 -1.167 -0.831  -0.425
C 3.001 0.911 0.121  -0.512
C 1.414 -0.622 0.088  -0.443
C -1.912 1.293 -1.225  -0.232
C -2.271 -0.747 -0.378  -0.489
C -0.625 -0.663 1.567  -0.114
C 0.277 -1.311 0.509  -0.104
C -1.387 0.031 0.482  -0.288
N 1.843 0.636 0.497  0.044
N -1.226 1.207 -0.013  0.068
O -2.658 -1.880 -0.276  0.088
O -2.682 0.043 -1.389  0.022
S 3.779 -0.276 -0.910  0.850
H 2.362 -2.197 -1.066  0.033
H 3.398 1.790 0.371  0.014
H -2.548 2.341 -1.376  0.152
H -1.243 1.237 -2.086  0.106
H -1.285 -1.372 2.220  0.135
H -0.124 -0.007 2.193  0.064
H 0.113 -2.170 0.085  0.032

## Properties
Energy relative to the best compared isomer or geometry (same formula, charge and spin) = 79.4 kcal per mole
Frontier orbital gap (spin up / spin down) = 0.1880 / 0.1880 hartree
Total charge = -1

=====

Density functional theory data (ωB97M-V/def2-TZVPD) for a molecular structure, C8H7N2S.

Each line ends with the Löwdin charge.
Atoms and positions in Å:
C 2.749 0.613 -0.233  -0.052
C 2.039 1.157 0.831  -0.052
C 2.057 -0.084 -1.220  -0.051
C 0.645 1.009 0.931  -0.014
C 0.677 -0.304 -1.122  -0.041
C -0.027 0.268 -0.054  -0.199
C -3.021 -0.952 0.756  -0.081
C -1.506 -0.053 -0.126  -0.587
N -2.762 0.396 0.562  -0.186
N -1.945 -1.428 0.203  0.176
S -2.708 0.782 -1.172  1.071
H 3.798 0.691 -0.410  0.108
H 2.448 1.711 1.685  0.121
H 2.656 -0.509 -2.074  0.136
H 0.178 1.483 1.818  0.132
H 0.175 -0.915 -1.813  0.101
H -3.931 -1.471 1.265  0.203
H -1.523 -2.395 0.171  0.216

## Properties
Energy relative to the best compared isomer or geometry (same formula, charge and spin) = 33.7 kcal per mole
Frontier orbital gap = 0.2719 hartree
Total charge = +1

=====

Density functional theory data (ωB97M-V/def2-TZVPD) for a single C8H7N3 molecule.

Each line ends with the Löwdin charge.
Atoms and positions in Å:
C 0.669 2.637 0.241  -0.016
C 0.489 2.637 1.582  -0.095
C 0.054 1.565 2.254  -0.147
C -0.140 0.319 0.298  -0.221
C 0.305 1.398 -0.447  0.010
C -0.466 -0.955 -0.362  -0.324
C -0.071 -2.890 -1.394  -0.127
C -1.456 -2.676 -1.345  -0.086
H 1.055 3.317 -0.266  0.022
H 0.909 3.422 2.193  0.113
H -0.255 1.516 3.245  0.089
H 0.487 1.090 -1.584  0.156
H 1.637 -1.673 -0.823  0.238
H 0.320 -3.603 -1.933  0.053
H -2.131 -3.151 -1.867  0.037
N -0.286 0.363 1.707  0.137
N 0.506 -1.865 -0.785  0.063
N -1.626 -1.449 -0.716  0.098

## Properties
Energy relative to the best compared isomer or geometry (same formula, charge and spin) = 63.2 kcal per mole
Frontier orbital gap = 0.3343 hartree
Total charge = 0

=====

Density functional theory data (ωB97M-V/def2-TZVPD) for a single C8H7N3O molecule.

Each line ends with the Löwdin charge.
Atoms and positions in Å:
C 1.000 -1.425 1.267  -0.350
C 0.557 0.136 -0.424  -0.228
C 0.940 0.874 -1.575  -0.087
C 0.299 1.828 -2.238  -0.073
C -1.168 1.928 -1.859  -0.053
C -1.593 1.087 -0.862  -0.052
C -0.785 0.246 -0.066  -0.213
C -0.357 -1.084 1.775  -0.379
H 1.452 -2.515 2.935  0.122
H 2.407 -2.743 1.528  0.124
H 1.889 0.460 -1.992  0.123
H 0.595 2.519 -3.116  0.129
H -1.664 2.706 -2.345  0.069
H -2.636 1.167 -0.505  0.113
H -2.128 -0.216 1.368  0.187
N 1.644 -2.272 1.979  0.184
N 1.412 -0.682 0.271  0.168
N -1.258 -0.573 0.917  0.174
O -0.605 -1.440 2.943  0.042

## Properties
Energy relative to the best compared isomer or geometry (same formula, charge and spin) = 31.6 kcal per mole
Frontier orbital gap = 0.3157 hartree
Total charge = 0

=====

Density functional theory data (ωB97M-V/def2-TZVPD) for a molecular structure, C8H7NO2.

Each line ends with the Löwdin charge.
Atoms and positions in Å:
C -1.021 0.438 0.712  -0.306
C -0.857 -1.171 1.175  -0.176
C -1.784 -2.054 0.613  0.061
C 0.471 -1.573 1.793  -0.139
C -0.087 1.103 -0.219  -0.249
C -0.111 1.050 -1.736  0.009
C 1.378 0.954 -2.077  -0.071
C 2.065 1.064 -0.787  -0.055
H 0.081 1.754 1.762  0.273
H -1.993 0.365 0.248  0.115
H -2.387 -1.686 -0.271  0.081
H -1.596 -3.172 0.613  0.086
H -0.784 0.399 -2.803  0.218
H 1.766 1.133 -3.055  0.073
H 3.159 1.290 -0.521  0.140
N 1.425 -2.223 2.188  0.125
O -0.918 1.003 2.059  -0.126
O 1.192 1.326 0.305  -0.060

## Properties
Energy relative to the best compared isomer or geometry (same formula, charge and spin) = 204.3 kcal per mole
Frontier orbital gap = 0.3154 hartree
Total charge = 0

=====

Density functional theory data (ωB97M-V/def2-TZVPD) for a single C8H7NO2 molecule.

Each line ends with the Löwdin charge.
Atoms and positions in Å:
C -0.875 -3.548 0.131  -0.069
C -0.337 -2.166 -0.135  -0.261
C 0.786 -1.962 -0.990  -0.054
C 1.258 -0.697 -1.160  -0.014
C 0.634 0.433 -0.562  -0.155
C 0.010 2.403 0.421  -0.536
C -0.441 0.218 0.240  -0.175
C -0.910 -1.038 0.545  0.048
H -0.623 -3.699 1.231  0.099
H -1.992 -3.595 0.117  0.088
H -0.344 -4.323 -0.461  0.080
H 1.196 -2.846 -1.481  0.114
H 2.126 -0.578 -1.752  0.097
H 1.392 2.390 -1.050  0.143
H -1.719 -1.219 1.268  0.134
N 0.902 1.806 -0.442  0.195
O -0.083 3.497 0.877  0.132
O -0.805 1.425 0.909  0.135

## Properties
Energy relative to the best compared isomer or geometry (same formula, charge and spin) = 0.0 kcal per mole
Frontier orbital gap = 0.3426 hartree
Total charge = 0

=====

Density functional theory data (ωB97M-V/def2-TZVPD) for a single C8H7NO2S molecule.

Each line ends with the Löwdin charge.
Atoms and positions in Å:
C 3.191 -0.993 -0.124  -0.032
C 1.819 -1.144 -0.370  0.031
C 3.364 0.310 0.261  -0.066
C 1.248 0.098 -0.130  -0.210
C -2.214 -0.696 -0.484  -0.183
C -0.434 1.962 -0.099  -0.157
C -3.106 -0.469 0.705  -0.717
C -0.101 0.537 -0.254  -0.105
N -1.026 -0.313 -0.650  0.165
O 0.365 2.855 0.037  0.116
O 2.206 0.966 0.260  0.069
S -4.698 0.033 0.030  0.368
H 3.951 -1.739 -0.227  0.109
H 1.309 -2.026 -0.693  0.119
H 4.238 0.864 0.541  0.135
H -2.641 -1.295 -1.281  0.111
H -1.523 2.147 -0.137  0.140
H -3.247 -1.401 1.259  0.058
H -2.702 0.304 1.357  0.049

## Properties
Energy relative to the best compared isomer or geometry (same formula, charge and spin) = 61.0 kcal per mole
Frontier orbital gap (spin up / spin down) = 0.1718 / 0.1718 hartree
Total charge = 0

=====

Short version: E_tot = -836.57049; -518.20034; -958.99218; -1189.50646; -568.99198; -967.18013; -816.36726; -473.22839; -548.54758; -513.97597; -514.30156; -912.32401 hartree, in the order given.